C33H69F5O39P6 | wB97M-V/def2-TZVPD

Last column: Löwdin charge in e.
Positions of all 152 atoms, in Å:
O (22.09, 17.61, -13.29)  0.146
C (21.00, 17.42, -12.78)  -0.625
O (20.72, 16.35, -11.96)  0.078
C (19.31, 16.20, -11.89)  -0.070
C (18.93, 17.60, -12.16)  -0.280
F (18.74, 18.26, -10.99)  0.086
O (20.05, 18.21, -12.85)  0.199
H (18.75, 15.62, -12.63)  0.143
H (19.07, 15.86, -10.88)  0.152
H (18.05, 17.70, -12.79)  0.170
O (7.12, 15.70, -10.51)  0.119
C (5.89, 15.76, -10.43)  -0.530
O (5.19, 16.88, -10.16)  0.068
C (3.84, 16.58, -9.86)  -0.038
C (3.80, 15.01, -9.99)  -0.263
F (2.93, 14.62, -10.94)  0.073
O (5.16, 14.63, -10.33)  0.133
H (3.53, 16.78, -8.83)  0.134
H (3.28, 17.11, -10.62)  0.141
H (3.54, 14.48, -9.07)  0.162
O (15.29, 22.76, -16.64)  0.086
C (16.26, 21.98, -16.89)  -0.570
O (17.50, 22.23, -16.83)  0.104
C (18.18, 21.40, -17.78)  -0.018
C (17.28, 20.21, -18.00)  -0.265
F (17.70, 19.16, -17.29)  0.070
O (16.06, 20.73, -17.38)  0.116
H (18.29, 22.11, -18.59)  0.151
H (19.12, 21.23, -17.25)  0.152
H (17.05, 19.73, -18.95)  0.174
O (10.23, 13.29, -24.53)  0.188
C (10.95, 13.65, -25.40)  -0.552
O (11.79, 12.85, -26.10)  0.108
C (12.47, 13.68, -26.98)  -0.093
C (11.92, 15.07, -26.86)  -0.384
F (11.33, 15.40, -27.97)  0.122
O (11.00, 14.94, -25.81)  0.156
H (13.54, 13.74, -26.76)  0.141
H (12.39, 13.46, -28.04)  0.145
H (12.67, 15.84, -26.69)  0.170
O (16.08, 11.06, -9.85)  0.110
C (14.87, 11.39, -9.86)  -0.555
O (14.44, 12.65, -9.61)  0.074
C (12.99, 12.62, -9.46)  -0.037
C (12.62, 11.25, -9.94)  -0.317
F (12.28, 11.20, -11.22)  0.116
O (13.87, 10.60, -9.79)  0.153
H (12.74, 12.68, -8.40)  0.137
H (12.46, 13.43, -9.96)  0.145
H (11.95, 10.70, -9.28)  0.173
C (16.52, 7.33, -25.23)  -0.191
O (16.56, 8.51, -25.88)  -0.203
P (17.95, 9.34, -25.81)  0.559
O (17.97, 10.71, -26.48)  -0.277
O (19.02, 8.21, -26.42)  -0.218
C (19.26, 8.04, -27.72)  -0.197
O (18.13, 9.34, -24.20)  -0.229
C (17.92, 10.42, -23.23)  -0.063
H (17.38, 6.67, -25.26)  0.095
H (15.73, 6.71, -25.65)  0.094
H (16.18, 7.46, -24.20)  0.092
H (19.83, 7.11, -27.72)  0.096
H (19.90, 8.74, -28.25)  0.091
H (18.43, 7.90, -28.41)  0.095
H (18.57, 10.22, -22.38)  0.085
H (16.94, 10.39, -22.75)  0.082
H (18.01, 11.47, -23.52)  0.087
C (9.29, 16.18, -15.65)  -0.088
O (10.53, 15.48, -15.31)  -0.254
P (11.94, 16.34, -15.53)  0.497
O (13.04, 15.82, -14.70)  -0.251
O (12.19, 16.35, -17.14)  -0.235
C (12.69, 15.16, -17.77)  -0.104
O (11.49, 17.89, -15.09)  -0.276
C (11.35, 18.22, -13.61)  -0.042
H (8.56, 15.51, -15.19)  0.093
H (9.18, 16.12, -16.73)  0.079
H (9.36, 17.24, -15.42)  0.072
H (13.09, 14.39, -17.11)  0.088
H (13.54, 15.48, -18.38)  0.087
H (11.91, 14.77, -18.42)  0.089
H (11.86, 19.16, -13.42)  0.080
H (11.79, 17.55, -12.87)  0.085
H (10.29, 18.45, -13.47)  0.079
C (8.23, 5.33, -21.05)  -0.112
O (8.77, 5.38, -22.35)  -0.217
P (10.29, 5.93, -22.58)  0.503
O (11.35, 4.90, -22.39)  -0.238
O (10.29, 6.64, -24.05)  -0.193
C (9.45, 6.11, -24.97)  -0.177
O (10.44, 7.21, -21.61)  -0.219
C (11.51, 7.99, -21.73)  -0.177
H (7.18, 5.64, -21.06)  0.090
H (8.73, 5.91, -20.28)  0.087
H (8.21, 4.29, -20.71)  0.091
H (8.42, 6.01, -24.63)  0.086
H (9.78, 5.12, -25.29)  0.094
H (9.44, 6.65, -25.91)  0.095
H (12.28, 7.28, -21.42)  0.098
H (11.41, 8.93, -21.19)  0.101
H (11.68, 8.30, -22.76)  0.089
C (11.09, 18.80, -5.54)  -0.067
O (11.93, 19.76, -4.84)  -0.236
P (11.44, 20.61, -3.58)  0.455
O (12.48, 21.28, -2.71)  -0.250
O (10.48, 19.55, -2.80)  -0.222
C (9.49, 19.88, -1.89)  -0.141
O (10.41, 21.60, -4.31)  -0.230
C (10.93, 22.76, -4.96)  -0.103
H (11.29, 18.80, -6.61)  0.088
H (10.05, 19.13, -5.50)  0.084
H (11.35, 17.88, -5.01)  0.095
H (9.47, 20.94, -1.65)  0.084
H (9.74, 19.60, -0.86)  0.090
H (8.49, 19.58, -2.20)  0.094
H (10.23, 23.37, -5.53)  0.091
H (11.66, 22.37, -5.68)  0.080
H (11.61, 23.38, -4.39)  0.087
C (3.57, 10.37, -19.04)  -0.064
O (2.71, 11.13, -19.97)  -0.243
P (3.19, 11.90, -21.32)  0.418
O (2.15, 12.45, -22.18)  -0.223
O (4.37, 12.83, -20.73)  -0.227
C (4.81, 13.96, -21.51)  -0.090
O (3.96, 10.76, -22.19)  -0.256
C (3.20, 9.84, -22.97)  -0.100
H (3.41, 9.30, -19.19)  0.086
H (3.13, 10.69, -18.10)  0.084
H (4.61, 10.69, -18.97)  0.085
H (4.78, 13.81, -22.59)  0.088
H (5.88, 13.95, -21.27)  0.090
H (4.29, 14.88, -21.27)  0.091
H (3.46, 8.83, -22.65)  0.085
H (3.64, 10.04, -23.95)  0.090
H (2.13, 10.06, -22.96)  0.085
C (14.02, 19.91, -23.76)  -0.164
O (15.08, 19.42, -24.46)  -0.239
P (16.29, 20.44, -24.98)  0.509
O (17.10, 21.12, -23.90)  -0.263
O (17.05, 19.51, -26.03)  -0.217
C (16.46, 19.11, -27.35)  -0.036
O (15.38, 21.51, -25.84)  -0.278
C (15.07, 22.88, -25.58)  -0.084
H (14.23, 20.96, -23.58)  0.076
H (13.88, 19.54, -22.74)  0.093
H (13.14, 19.76, -24.39)  0.098
H (16.51, 18.03, -27.49)  0.089
H (16.77, 19.74, -28.18)  0.091
H (15.38, 19.28, -27.29)  0.069
H (15.42, 23.44, -26.44)  0.086
H (15.78, 23.02, -24.77)  0.079
H (14.00, 23.05, -25.43)  0.092

Calculated values
Orbital gap = 10.544 eV
E = -184518.7699 eV
Energy above the lowest of the compared OMol25 structures with the same formula, charge and spin = 144.1 kcal per mole

C69H150N8O9 | wB97M-V/def2-TZVPD

Last column: Löwdin charge in e.
Positions of all 236 atoms, in Å:
C (21.47, -17.68, -5.67)  -0.039
C (21.01, -18.15, -7.05)  -0.458
C (20.33, -19.60, -6.99)  -0.019
C (19.91, -17.19, -7.59)  -0.140
C (19.68, -17.22, -9.11)  -0.182
C (20.99, -16.95, -9.84)  -0.126
C (22.10, -17.99, -9.46)  -0.433
C (21.77, -19.40, -10.10)  -0.025
C (23.39, -17.49, -10.11)  -0.033
N (22.19, -18.11, -7.97)  -0.131
O (23.24, -18.87, -7.53)  -0.013
H (22.35, -18.14, -5.22)  0.076
H (21.72, -16.62, -5.76)  0.081
H (20.70, -17.77, -4.90)  0.084
H (19.60, -19.58, -6.17)  0.070
H (19.74, -19.91, -7.85)  0.061
H (21.15, -20.26, -6.75)  0.076
H (18.95, -17.34, -7.10)  0.120
H (20.21, -16.17, -7.36)  0.110
H (19.27, -18.19, -9.41)  0.094
H (18.99, -16.40, -9.29)  0.105
H (21.36, -16.00, -9.44)  0.113
H (20.94, -16.84, -10.92)  0.099
H (20.91, -20.01, -9.82)  0.064
H (22.55, -20.13, -9.90)  0.067
H (21.70, -19.41, -11.19)  0.061
H (23.22, -17.59, -11.18)  0.069
H (24.27, -18.09, -9.86)  0.072
H (23.59, -16.45, -9.87)  0.078
H (23.82, -18.25, -7.08)  0.105
C (21.39, -14.60, -13.32)  -0.021
C (22.46, -13.50, -13.02)  -0.466
C (22.79, -13.44, -11.54)  -0.027
C (23.78, -13.86, -13.77)  -0.113
C (23.85, -13.51, -15.26)  -0.184
C (23.42, -12.10, -15.48)  -0.133
C (21.96, -11.83, -14.90)  -0.422
C (21.68, -10.26, -15.06)  -0.043
C (20.84, -12.42, -15.84)  -0.039
N (21.91, -12.23, -13.51)  -0.136
O (20.81, -11.70, -12.83)  0.011
H (21.29, -14.84, -14.38)  0.057
H (21.65, -15.58, -12.92)  0.063
H (20.47, -14.32, -12.81)  0.075
H (23.58, -12.69, -11.42)  0.083
H (22.04, -13.08, -10.83)  0.083
H (23.23, -14.38, -11.21)  0.071
H (24.58, -13.34, -13.24)  0.114
H (23.89, -14.94, -13.73)  0.101
H (24.86, -13.60, -15.64)  0.106
H (23.18, -14.18, -15.81)  0.103
H (23.32, -11.94, -16.55)  0.104
H (24.15, -11.37, -15.13)  0.124
H (22.16, -9.85, -15.96)  0.072
H (22.24, -9.67, -14.33)  0.075
H (20.66, -9.90, -14.98)  0.074
H (20.79, -11.89, -16.80)  0.079
H (19.84, -12.24, -15.44)  0.067
H (20.82, -13.48, -16.09)  0.058
H (20.08, -12.19, -13.23)  0.074
C (24.03, -26.91, -14.81)  -0.036
C (22.65, -26.34, -14.42)  -0.441
C (21.58, -26.88, -15.44)  -0.021
C (22.42, -26.95, -13.02)  -0.169
C (21.26, -26.48, -12.18)  -0.201
C (21.22, -24.99, -12.21)  -0.140
C (21.38, -24.28, -13.62)  -0.434
C (20.01, -24.33, -14.42)  -0.006
C (21.73, -22.81, -13.23)  -0.043
N (22.57, -24.82, -14.30)  -0.128
O (22.71, -24.22, -15.48)  -0.015
H (24.71, -26.80, -13.97)  0.076
H (23.85, -27.98, -14.92)  0.082
H (24.35, -26.47, -15.75)  0.083
H (21.30, -26.11, -16.17)  0.072
H (22.00, -27.59, -16.16)  0.073
H (20.73, -27.33, -14.94)  0.077
H (22.42, -28.03, -13.07)  0.124
H (23.28, -26.75, -12.38)  0.114
H (20.32, -26.92, -12.52)  0.107
H (21.37, -26.82, -11.15)  0.116
H (21.96, -24.57, -11.53)  0.113
H (20.27, -24.68, -11.77)  0.118
H (19.72, -25.38, -14.44)  0.059
H (20.19, -24.01, -15.45)  0.058
H (19.23, -23.77, -13.90)  0.076
H (21.03, -22.24, -12.63)  0.088
H (22.01, -22.19, -14.08)  0.050
H (22.61, -22.81, -12.60)  0.050
H (23.55, -23.78, -15.36)  0.083
C (19.98, -17.24, -17.89)  -0.028
C (19.86, -18.74, -18.24)  -0.481
C (19.28, -18.93, -19.62)  -0.034
C (21.31, -19.37, -18.24)  -0.116
C (21.40, -20.91, -18.07)  -0.147
C (20.49, -21.30, -16.89)  -0.134
C (19.01, -20.79, -16.85)  -0.400
C (18.15, -21.55, -17.92)  -0.017
C (18.49, -20.89, -15.36)  -0.009
N (19.05, -19.30, -17.15)  -0.124
O (17.80, -18.74, -16.97)  -0.043
H (20.26, -17.01, -16.87)  0.064
H (20.60, -16.64, -18.56)  0.074
H (19.00, -16.78, -17.99)  0.071
H (19.14, -19.97, -19.92)  0.064
H (18.26, -18.53, -19.65)  0.087
H (19.91, -18.45, -20.37)  0.088
H (21.81, -18.94, -19.12)  0.089
H (21.92, -18.98, -17.42)  0.081
H (20.99, -21.44, -18.93)  0.096
H (22.44, -21.24, -18.01)  0.098
H (20.98, -21.01, -15.96)  0.088
H (20.55, -22.39, -16.79)  0.093
H (18.08, -22.58, -17.58)  0.073
H (18.65, -21.61, -18.88)  0.059
H (17.12, -21.21, -17.98)  0.082
H (19.20, -20.51, -14.62)  0.063
H (18.44, -21.94, -15.06)  0.058
H (17.56, -20.38, -15.13)  0.061
H (17.84, -18.41, -16.07)  0.034
C (26.89, -16.01, -11.88)  -0.012
C (28.20, -15.62, -12.75)  -0.403
C (28.50, -14.10, -12.58)  -0.023
C (29.40, -16.46, -12.03)  -0.126
C (30.64, -16.75, -12.82)  -0.212
C (30.27, -17.30, -14.18)  -0.131
C (29.22, -16.38, -14.98)  -0.455
C (29.91, -15.20, -15.52)  -0.047
C (28.71, -17.29, -16.14)  -0.027
N (28.02, -16.12, -14.09)  -0.159
O (27.00, -15.59, -14.77)  0.003
H (26.16, -15.21, -11.75)  0.062
H (26.33, -16.83, -12.34)  0.057
H (27.17, -16.31, -10.87)  0.071
H (28.81, -13.91, -11.55)  0.079
H (29.26, -13.69, -13.24)  0.061
H (27.62, -13.48, -12.77)  0.069
H (29.72, -15.94, -11.13)  0.107
H (29.09, -17.40, -11.57)  0.099
H (31.32, -15.91, -12.94)  0.109
H (31.25, -17.51, -12.33)  0.112
H (29.98, -18.35, -14.11)  0.108
H (31.26, -17.34, -14.64)  0.112
H (29.15, -14.68, -16.10)  0.090
H (30.76, -15.44, -16.15)  0.094
H (30.37, -14.54, -14.78)  0.071
H (28.24, -16.66, -16.90)  0.068
H (28.00, -18.03, -15.76)  0.055
H (29.50, -17.89, -16.58)  0.087
H (26.22, -16.11, -14.55)  0.082
C (27.21, -21.16, -15.92)  -0.018
C (26.19, -21.35, -14.77)  -0.472
C (24.80, -21.16, -15.36)  -0.010
C (26.45, -22.77, -14.27)  -0.124
C (25.94, -23.22, -12.87)  -0.152
C (26.34, -22.13, -11.84)  -0.139
C (26.08, -20.66, -12.31)  -0.443
C (24.60, -20.31, -12.10)  -0.011
C (26.92, -19.91, -11.19)  -0.028
N (26.54, -20.42, -13.66)  -0.169
O (26.52, -19.17, -13.98)  -0.002
H (27.39, -22.09, -16.46)  0.087
H (26.91, -20.37, -16.62)  0.071
H (28.12, -20.82, -15.44)  0.084
H (24.01, -21.45, -14.66)  0.058
H (24.71, -20.10, -15.63)  0.068
H (24.61, -21.80, -16.21)  0.090
H (25.97, -23.43, -14.99)  0.111
H (27.53, -22.89, -14.21)  0.122
H (24.86, -23.30, -12.86)  0.079
H (26.35, -24.15, -12.47)  0.110
H (27.41, -22.24, -11.66)  0.107
H (25.89, -22.35, -10.87)  0.121
H (23.95, -21.13, -12.41)  0.059
H (24.21, -19.45, -12.65)  0.063
H (24.47, -20.08, -11.04)  0.062
H (26.58, -20.11, -10.17)  0.086
H (26.80, -18.83, -11.28)  0.050
H (27.97, -20.16, -11.26)  0.081
H (27.40, -18.96, -13.67)  0.105
C (16.34, -15.58, -15.82)  -0.016
C (16.91, -15.89, -14.39)  -0.473
C (18.41, -16.14, -14.54)  -0.027
C (16.78, -14.69, -13.49)  -0.147
C (16.93, -14.98, -12.00)  -0.175
C (16.01, -16.18, -11.72)  -0.130
C (16.27, -17.47, -12.53)  -0.494
C (17.59, -18.20, -12.16)  -0.006
C (15.12, -18.38, -12.11)  -0.057
N (16.16, -17.11, -13.93)  -0.089
O (16.18, -18.23, -14.80)  -0.013
H (16.56, -14.59, -16.20)  0.085
H (16.67, -16.34, -16.53)  0.065
H (15.25, -15.66, -15.83)  0.081
H (18.78, -16.18, -13.52)  0.059
H (18.60, -17.11, -14.99)  0.066
H (18.94, -15.39, -15.14)  0.087
H (17.62, -14.03, -13.69)  0.112
H (15.84, -14.21, -13.73)  0.126
H (17.96, -15.21, -11.73)  0.092
H (16.67, -14.17, -11.33)  0.116
H (14.97, -15.85, -11.72)  0.124
H (16.31, -16.35, -10.68)  0.114
H (17.50, -18.80, -11.25)  0.077
H (18.42, -17.52, -11.99)  0.057
H (17.86, -18.96, -12.90)  0.072
H (15.00, -18.54, -11.04)  0.087
H (15.17, -19.37, -12.57)  0.080
H (14.13, -18.02, -12.40)  0.083
H (15.31, -18.14, -15.20)  0.118
C (25.11, -13.13, -18.92)  -0.059
O (24.38, -14.41, -18.97)  -0.185
C (25.27, -15.51, -18.80)  -0.252
C (24.42, -16.59, -18.28)  -0.425
C (25.19, -17.80, -17.77)  -0.050
N (23.46, -16.92, -19.38)  0.070
H (26.00, -13.17, -19.56)  0.082
H (25.56, -12.95, -17.95)  0.069
H (24.40, -12.33, -19.14)  0.087
H (25.76, -15.82, -19.72)  0.132
H (26.10, -15.42, -18.10)  0.122
H (23.89, -16.20, -17.42)  0.127
H (24.52, -18.66, -17.74)  0.068
H (25.78, -17.67, -16.86)  0.060
H (26.02, -17.99, -18.46)  0.081
H (23.97, -17.19, -20.21)  0.076
H (23.07, -16.01, -19.59)  0.062
C (21.92, -18.44, -14.19)  -0.040
C (22.88, -17.58, -14.98)  -0.385
O (24.08, -17.44, -14.43)  -0.056
H (20.93, -18.55, -14.61)  0.065
H (21.89, -18.07, -13.16)  0.053
H (22.31, -19.45, -14.14)  0.058
H (22.49, -16.58, -15.19)  0.098
H (23.05, -17.99, -15.98)  0.084
H (24.52, -18.29, -14.54)  0.046

Calculated values
Orbital gap = 8.161 eV
E = -104322.1555 eV
Energy above the lowest of the compared OMol25 structures with the same formula, charge and spin = 70.1 kcal per mole

C4H8NO3 | wB97M-V/def2-TZVPD

Last column: natural (NBO) charge in e.
Positions of all 16 atoms, in Å:
C (1.33, 1.84, -2.40)  -0.729
C (1.19, 1.06, -1.08)  0.767
O (0.13, 1.27, -0.41)  -0.807
O (2.19, 0.45, -0.69)  -0.780
H (1.69, 1.14, -3.15)  0.202
H (2.06, 2.63, -2.19)  0.207
H (0.40, 2.31, -2.70)  0.196
C (-2.08, -1.12, 1.46)  -0.708
C (-0.70, -1.70, 1.67)  0.665
O (-0.59, -2.81, 2.19)  -0.688
N (0.32, -0.89, 1.34)  -0.830
H (1.26, -1.20, 1.11)  0.409
H (0.09, -0.12, 0.69)  0.440
H (-2.01, -0.10, 1.09)  0.224
H (-2.66, -1.11, 2.37)  0.214
H (-2.61, -1.68, 0.69)  0.217

Calculated values
Orbital gap = 8.829 eV
E = -11913.1293 eV
Energy above the lowest of the compared OMol25 structures with the same formula, charge and spin = 3.8 kcal per mole
Total charge = -1